Entry 1
20
Properties=species:S:1:pos:R:3:nbo_charge:R:1 method="wB97M-V/def2-TZVPD" orbital_gap_ev=9.38 homo_energy_ev=-9.226
N -2.5941 -0.7552 -1.1680 -0.840
C -1.8600 0.1792 -1.8834 0.061
C -0.9532 1.0571 -1.4846 -0.332
C -0.4010 1.2753 -0.0889 -0.031
O 1.0101 1.3801 -0.1774 -0.439
C 1.5834 0.3138 0.3190 0.650
N 2.9011 0.1375 0.2593 -0.753
C 0.6521 -0.5636 0.9308 -0.274
N 1.0027 -1.4980 1.8300 0.515
O 2.1969 -1.7975 1.8771 -0.485
O 0.1951 -2.1204 2.4907 -0.365
C -0.6530 0.1158 0.9624 0.557
O -1.6652 -0.2184 1.5099 -0.542
H -2.2843 -1.7224 -1.4297 0.381
H -2.5706 -0.6755 -0.1578 0.404
H -2.1896 0.3053 -3.0248 0.193
H -0.6077 1.8436 -2.1122 0.218
H -0.6808 2.2432 0.4267 0.223
H 3.3703 -0.4960 0.8692 0.450
H 3.5478 0.9960 0.0516 0.412

Entry 2
20
Properties=species:S:1:pos:R:3:nbo_charge:R:1 method="wB97M-V/def2-TZVPD" orbital_gap_ev="6.30 / 7.23" homo_energy_ev="-7.354 / -7.546"
C -0.2573 -0.2676 1.2844 -0.273
C 1.0372 -0.6200 1.4077 -0.078
C 1.1959 1.3059 -0.7604 -0.307
C 2.1990 0.2225 -0.5978 0.008
C -1.9249 -2.2508 -0.6966 1.024
C -0.9018 0.3798 0.0660 0.207
N -0.1724 0.7492 -1.0897 -0.591
N -2.1675 0.9036 0.1677 0.446
N 2.0200 -0.6267 0.4753 -0.465
O -1.9030 -2.0317 -1.8305 -0.515
O -1.9318 -2.4919 0.4075 -0.508
O -2.8839 0.7939 1.1310 -0.409
O -2.5082 1.5192 -0.8594 -0.483
H -0.9674 -0.4895 2.0794 0.267
H 1.4377 -1.1560 2.2366 0.208
H 1.0805 1.8421 0.1343 0.215
H 1.4419 1.9726 -1.5592 0.230
H 3.1187 0.0393 -1.0646 0.197
H -0.7692 1.4005 -1.5567 0.416
H 2.8563 -1.1944 0.6250 0.412

Most stable one: entry 1, least stable one: entry 2.

Entry 1
14
Properties=species:S:1:pos:R:3:nbo_charge:R:1 method="wB97M-V/def2-TZVPD" orbital_gap_ev="7.28 / 7.28" homo_energy_ev="-8.052 / -8.052"
C 0.8859 0.1723 -1.1955 -0.130
C 0.6810 1.5003 -0.6016 -0.542
C -0.7009 -0.4018 0.2945 0.361
C -1.1973 -1.1843 1.4694 -0.735
O 0.4156 -0.8097 -0.2668 -0.474
S -0.8448 1.3666 0.3697 0.317
I -2.4325 -1.1046 -1.9098 -0.526
H 0.2196 0.1840 -2.0660 0.250
H 1.9735 0.0511 -1.1050 0.232
H 1.3995 1.7978 0.1844 0.220
H 0.5886 2.2559 -1.3487 0.247
H -2.2531 -1.4240 1.3466 0.279
H -0.8584 -0.6905 2.4678 0.249
H -0.7653 -2.1995 1.4292 0.251

Entry 2
14
Properties=species:S:1:pos:R:3:nbo_charge:R:1 method="wB97M-V/def2-TZVPD" orbital_gap_ev=8.15 homo_energy_ev=-7.616
C -1.0207 0.5877 -0.0597 -0.435
C 0.3482 1.1526 -0.3181 -0.434
C -0.7544 -0.4582 0.9800 -0.528
C 1.3687 -0.0312 -0.4113 -0.737
O 0.0938 -2.2415 -0.7471 -0.926
S 0.8118 -1.3232 0.4165 1.136
I 3.3909 0.3883 -0.0299 0.119
H -1.6707 1.3011 0.2077 0.228
H -1.5343 0.1803 -0.8956 0.206
H 0.5369 1.8190 -1.1857 0.229
H 0.5917 1.6913 0.6001 0.191
H -0.3586 -0.2012 1.9250 0.213
H -1.6471 -1.1266 1.1280 0.240
H -0.1563 -1.7386 -1.6099 0.498

Most stable one: entry 1, least stable one: entry 2.

Entry 1
10
Properties=species:S:1:pos:R:3:nbo_charge:R:1 method="wB97M-V/def2-TZVPD" orbital_gap_ev=6.91 charge=-1 homo_energy_ev=-2.183
C 1.2223 0.2971 -0.8477 -0.474
N -1.6510 -0.8987 0.7735 -0.527
N 0.5609 0.5435 0.4293 0.026
O -0.5064 1.2555 0.3048 -0.588
O -0.3542 -1.2764 0.6643 -0.570
H 1.8986 -0.5459 -0.7199 0.187
H 0.5190 0.0983 -1.6674 0.173
H 1.8036 1.1963 -1.1001 0.169
H -1.6462 0.0883 0.3770 0.335
H -1.8465 -0.7578 1.7863 0.268

Entry 2
10
Properties=species:S:1:pos:R:3:nbo_charge:R:1 method="wB97M-V/def2-TZVPD" orbital_gap_ev="6.68 / 6.68" charge=-1 homo_energy_ev="-1.957 / -1.958"
C -1.1289 -0.0327 -0.7682 -0.357
N 1.4017 -0.0968 -0.4011 -0.807
N -0.5190 1.1150 -1.0630 -0.145
O -0.0507 -0.3654 1.9778 -1.006
O 0.8102 1.1399 -0.7902 -0.282
H -2.2559 0.0939 -0.8069 0.162
H -0.6175 -0.9778 -0.5255 0.205
H 0.2839 0.0443 1.1186 0.502
H -0.2622 -1.2191 1.6336 0.444
H 2.3382 0.2987 -0.3751 0.285

Most stable one: entry 2, least stable one: entry 1.

Entry 1
17
Properties=species:S:1:pos:R:3:nbo_charge:R:1 method="wB97M-V/def2-TZVPD" orbital_gap_ev=10.33 homo_energy_ev=-9.339
C -0.1955 -1.0340 0.4583 -0.448
C 0.1196 -0.0368 1.2949 -0.146
C 1.3645 0.7727 1.3460 -0.462
C 1.1481 2.2338 0.9933 -0.583
H -1.1919 -1.5166 0.5103 0.211
H 0.6606 -1.6251 0.1069 0.188
H -0.7478 0.4034 1.7918 0.189
H 1.8815 0.9047 2.3423 0.217
H 2.2611 0.2726 0.8770 0.211
H 2.0650 2.9160 1.1453 0.208
H 0.8699 2.2931 -0.0292 0.204
H 0.4200 2.6314 1.5943 0.202
O -0.8582 -2.2305 -2.5985 -0.958
P -1.9871 -1.0875 -2.2360 0.637
H -0.3982 -2.1955 -1.7496 0.481
H -3.0263 -2.0004 -2.3227 -0.084
H -2.3852 -0.7014 -3.5244 -0.070

Entry 2
17
Properties=species:S:1:pos:R:3:nbo_charge:R:1 method="wB97M-V/def2-TZVPD" orbital_gap_ev="7.89 / 8.31" homo_energy_ev="-8.261 / -8.094"
C -2.5687 -0.1407 -0.5882 -0.689
C 2.6998 -0.6902 -0.0520 -0.616
C -2.2587 0.6301 0.6365 -0.340
C 1.1827 -0.6406 -0.1478 -0.756
O 1.1092 2.0958 -0.5746 -1.053
P 0.6304 1.0560 0.3398 1.423
H -3.6542 -0.2657 -0.6834 0.221
H -2.2278 0.3862 -1.4781 0.224
H -2.1229 -1.1323 -0.5638 0.212
H 3.0220 -0.6039 0.9868 0.207
H 3.0841 -1.6267 -0.4545 0.216
H 3.1302 0.1359 -0.6178 0.226
H -2.2374 0.1104 1.5791 0.181
H -2.5574 1.6647 0.6673 0.188
H 0.7045 -1.3720 0.5036 0.226
H 0.8512 -0.8133 -1.1775 0.237
H 1.2129 1.2065 1.6244 -0.107

Most stable one: entry 1, least stable one: entry 2.

Entry 1
6
Properties=species:S:1:pos:R:3:nbo_charge:R:1 method="wB97M-V/def2-TZVPD" orbital_gap_ev=7.46 charge=-1 homo_energy_ev=-3.991
N -0.3436 0.0308 -0.5537 -0.964
O -0.6860 -2.4850 -1.4613 -1.015
O 0.9308 -1.9379 0.2714 -1.044
S 0.4926 -1.6590 -1.0755 1.590
Br -0.2835 1.1448 -2.0043 0.073
H 0.2502 0.1858 0.2322 0.360

Entry 2
6
Properties=species:S:1:pos:R:3:nbo_charge:R:1 method="wB97M-V/def2-TZVPD" orbital_gap_ev=7.51 charge=-1 homo_energy_ev=-4.135
N 0.2747 -0.4957 -0.4684 -0.855
O -1.4544 1.0785 0.4122 -1.030
O 0.9101 1.6421 0.1290 -1.009
S -0.0641 0.7228 0.7666 1.570
Br -0.8895 -2.1260 -0.5956 -0.025
H 1.2232 -0.8217 -0.2437 0.348

Most stable one: entry 2, least stable one: entry 1.

Entry 1
18
Properties=species:S:1:pos:R:3:nbo_charge:R:1 method="wB97M-V/def2-TZVPD" orbital_gap_ev=11.14 homo_energy_ev=-10.613
C 0.7353 1.7730 -0.2836 -0.616
C -0.1746 0.5427 -0.0057 0.138
C -1.6307 0.7016 -0.1802 -0.606
C 0.0973 -0.0871 1.3318 -0.645
N 0.2664 -0.4340 -1.0974 -0.540
C 0.4174 -1.4985 -1.5884 0.811
O 0.7648 -2.4741 -2.1702 -0.574
H 1.8688 1.6172 -0.0615 0.234
H 0.6258 2.1579 -1.3257 0.227
H 0.3523 2.6774 0.3160 0.215
H -2.0821 -0.2313 -0.3858 0.230
H -1.8239 1.4159 -1.0946 0.209
H -1.9917 1.3015 0.6866 0.221
H 0.8530 0.5379 1.9077 0.224
H -0.7286 -0.3046 2.0664 0.230
H 0.5729 -1.0413 1.0769 0.243
F 1.1801 -3.4501 0.8097 -0.568
H 0.6972 -3.2041 -0.0021 0.566

Entry 2
18
Properties=species:S:1:pos:R:3:nbo_charge:R:1 method="wB97M-V/def2-TZVPD" orbital_gap_ev=9.52 homo_energy_ev=-8.655
C -0.1726 2.6397 -1.4301 -0.247
O -0.4170 2.5605 -0.0449 -0.499
C -0.3011 1.3406 0.5593 0.060
C 0.0554 0.1435 0.0742 0.268
F 0.4141 -0.0317 -1.2301 -0.356
C 0.1338 -1.1235 0.8615 -0.115
C -0.8260 -2.1787 0.3020 -0.614
N 1.4811 -1.6913 0.9164 -0.812
H -0.8443 2.0135 -1.9877 0.181
H -0.3613 3.7161 -1.6518 0.192
H 0.8410 2.3674 -1.6712 0.181
H -0.5715 1.4035 1.6171 0.200
H -0.1728 -0.8889 1.8852 0.202
H -1.8827 -1.8211 0.3392 0.216
H -0.5704 -2.4364 -0.7306 0.211
H -0.7134 -3.1428 0.9098 0.224
H 1.7806 -1.8726 -0.0008 0.351
H 2.1268 -0.9977 1.2826 0.356

Most stable one: entry 1, least stable one: entry 2.